Entry 1:
Here is a cluster of 3 separate species, C27H55BBrF4N7O8 in total in a non-equilibrium geometry from OMol25. Energies are from ωB97M-V/def2-TZVPD.

Calculated values
LUMO level	-0.25	eV
frontier orbital gap	7.87	eV
spin multiplicity	1
highest occupied orbital energy	-8.12	eV

Structure (XYZ):
```
103
Properties=species:S:1:pos:R:3:mulliken_charge:R:1
Br -1.48 -3.21 -0.58 0.073
F 2.83 3.46 -1.83 -0.305
F 3.21 1.80 -0.49 -0.273
F 1.24 2.73 -0.53 -0.231
F 0.00 -0.90 -1.24 -0.495
O 1.33 -3.73 -0.33 -0.440
O -0.17 -1.93 -5.41 -0.447
O 2.40 -4.09 -4.09 -0.542
O -0.65 -6.09 -2.22 -0.499
O 4.07 -0.87 -1.76 -0.408
O -2.65 -5.49 -2.90 -0.554
O 4.31 -3.21 -3.32 -0.693
O 1.83 1.50 -2.22 -0.237
N 2.95 -0.56 -2.48 1.586
N 2.10 -0.88 -5.43 -0.082
N -4.68 -0.12 2.44 0.222
N 0.85 -1.08 -3.29 0.497
N -2.22 0.03 -2.06 -0.262
N 2.28 -2.73 -2.25 0.738
N 2.69 4.01 4.25 0.169
C -3.61 -0.26 -1.69 -1.158
C 2.54 4.59 1.76 -0.578
C 4.02 5.05 6.06 -1.443
C -4.41 -1.53 2.27 -0.323
C 2.67 3.55 2.88 -0.776
C -0.80 -3.96 -3.23 -0.773
C 1.59 0.23 -6.28 -1.491
C 2.73 -1.92 -6.29 -1.144
C 2.03 -1.48 -2.65 -1.606
C -0.28 -1.53 -2.46 0.805
C 2.15 -2.82 0.41 0.416
C 1.42 4.46 4.79 -0.572
C -2.89 0.34 4.22 -0.957
C -5.52 -2.27 1.53 -1.552
C -6.16 -0.38 4.51 -0.953
C -1.64 -0.98 -2.96 -1.223
C -3.52 0.65 2.85 -0.555
C 2.29 2.36 -1.27 1.016
C 0.94 5.87 4.43 -0.937
C -1.34 -5.27 -2.71 0.117
C 1.94 -3.13 1.89 -1.359
C -0.24 -3.05 -2.13 0.422
C 1.19 -3.54 -1.71 -0.914
C 3.12 -3.46 -3.34 0.307
C 3.83 4.85 4.57 -0.327
C 2.82 0.81 -2.96 -0.582
C -5.93 0.20 3.12 -0.725
B 0.89 -1.36 -4.73 0.572
H -4.21 -0.66 -2.51 0.347
H 2.85 -3.53 2.33 0.351
H -6.43 -2.33 2.11 0.402
H 3.04 -1.48 -7.23 0.445
H -1.92 0.84 4.29 0.348
H -1.49 -3.45 -3.88 0.642
H 2.74 4.13 0.81 -0.017
H 2.39 0.95 -6.43 0.335
H 3.19 -2.96 0.15 0.261
H 3.25 5.41 1.88 0.318
H -6.75 -0.12 2.47 0.371
H -4.22 -2.05 3.23 0.299
H 3.60 2.99 2.71 0.380
H -5.74 -1.77 0.58 0.310
H -2.24 0.90 -2.57 0.309
H 4.97 5.56 6.25 0.435
H 3.64 -2.29 -5.81 0.329
H -2.75 0.50 2.08 0.199
H 0.11 6.15 5.08 0.381
H 1.60 -2.26 2.44 0.326
H 1.31 -4.53 -2.15 0.898
H 0.58 5.94 3.41 0.266
H 4.05 4.09 6.58 0.336
H -3.49 -1.63 1.69 0.352
H 1.72 6.62 4.57 0.243
H -3.62 -0.92 -0.83 0.292
H 1.19 -3.92 1.98 0.322
H -5.95 -1.45 4.55 0.254
H -5.57 0.11 5.28 0.256
H 3.79 1.27 -2.85 0.370
H -2.71 -0.73 4.35 0.250
H -7.21 -0.26 4.79 0.377
H 2.10 -2.78 -6.47 0.289
H -0.83 -1.30 -5.71 0.338
H 4.72 4.35 4.17 0.437
H 0.05 -4.26 -3.85 0.329
H 1.85 -1.79 0.22 -0.086
H -3.50 0.70 5.04 0.250
H 2.56 0.80 -4.01 0.004
H 0.77 0.75 -5.79 0.451
H 1.26 -0.13 -7.25 0.429
H -4.08 0.67 -1.38 0.463
H 3.23 5.66 6.50 0.296
H -3.12 -4.66 -2.78 0.402
H -6.02 1.29 3.16 0.373
H -5.20 -3.29 1.30 0.436
H 1.47 4.39 5.88 0.369
H 1.87 2.81 2.77 0.315
H -1.54 -0.53 -3.95 0.593
H 4.79 -0.95 -2.41 0.364
H -2.36 -1.79 -3.04 0.383
H -3.77 1.71 2.81 0.395
H 1.53 5.01 1.71 0.183
H 3.78 5.83 4.08 0.268
H 0.65 3.73 4.50 0.209
```

Entry 2:
Here is a cluster of 6 separate species, C27H55Cl2N2O6 in total in a non-equilibrium geometry from OMol25. Energies are from ωB97M-V/def2-TZVPD.

Calculated values
LUMO level	-2.91	eV
frontier orbital gap	7.51	eV
spin multiplicity	1
highest occupied orbital energy	-10.41	eV
total charge	+1

Structure (XYZ):
```
92
Properties=species:S:1:pos:R:3:mulliken_charge:R:1
Cl 5.46 2.39 -2.72 -0.148
Cl 3.22 4.72 -3.00 -0.165
O -1.44 3.42 0.86 -0.488
O -3.90 -2.98 4.11 -0.491
O 9.35 3.94 -1.45 -0.500
O -1.74 6.79 2.33 -0.471
O 4.18 -4.66 -1.27 -0.411
O -7.55 -3.47 4.84 -0.486
N 4.59 -0.44 -1.89 0.079
N 2.04 -1.82 -2.66 0.164
C 3.29 0.36 -1.77 0.413
C -8.68 -3.76 4.04 -0.228
C 1.11 2.84 -1.98 -0.263
C -1.88 -4.32 -2.10 -1.044
C 0.01 -0.87 -0.18 0.082
C 4.45 -1.91 -1.58 -0.798
C 4.06 -5.03 0.15 -0.562
C 9.93 3.66 -2.71 -0.213
C 3.69 1.90 -2.26 -0.622
C -0.96 -0.81 1.18 -0.708
C -3.52 -4.35 4.26 -0.299
C -1.50 -3.11 -1.01 0.358
C 9.21 4.42 -3.80 -0.784
C 2.85 -2.41 -1.54 0.524
C -9.89 -4.01 4.92 -1.045
C -2.15 4.86 -0.93 -0.536
C -2.33 3.52 -0.25 -0.276
C -0.23 -2.05 -1.29 0.887
C 0.61 -2.29 -2.68 -1.142
C 2.69 3.02 -2.38 0.074
C -2.64 7.87 2.50 -0.277
C -2.46 -3.04 0.33 -0.536
C 2.18 -0.32 -2.77 -0.594
C -2.19 -1.89 1.47 -0.376
C 2.93 -4.06 -1.79 -0.809
C -4.57 -5.24 3.62 -0.638
C -2.70 8.70 1.23 -0.946
H -4.76 -2.87 4.55 0.284
H 4.86 -0.38 -2.92 0.500
H -8.46 -4.63 3.42 0.245
H 5.37 -0.07 -1.31 0.443
H 3.00 -4.17 -2.98 0.306
H -2.55 -4.49 3.77 0.315
H -2.32 8.47 3.35 0.276
H 5.07 -2.49 -2.42 0.276
H -3.40 9.53 1.35 0.351
H 1.97 -4.63 -1.42 0.321
H 4.50 -6.14 0.24 0.224
H 8.42 3.68 -1.49 0.272
H 8.15 4.16 -3.83 0.141
H -0.80 0.01 2.03 0.263
H -5.55 -5.09 4.08 0.060
H 2.95 -4.94 0.51 0.303
H 9.65 4.22 -4.78 0.312
H -7.39 -4.24 5.41 0.292
H -1.12 4.98 -1.27 0.132
H 2.54 -0.08 -3.88 0.055
H -1.65 4.14 1.47 0.258
H -3.35 3.39 0.11 0.345
H 9.26 5.50 -3.61 0.264
H -3.63 7.45 2.73 0.276
H -3.34 -3.84 0.47 0.183
H 4.81 -4.34 0.75 0.207
H -3.41 -4.57 5.32 0.294
H 9.87 2.58 -2.89 0.224
H -1.69 -3.85 -3.16 0.274
H -3.01 8.08 0.38 0.207
H -3.06 -4.46 -2.01 0.378
H 0.86 -0.09 -0.32 0.013
H -1.71 9.10 0.99 0.309
H -4.68 -5.00 2.55 0.128
H -9.71 -4.85 5.60 0.335
H 0.51 2.27 -2.85 0.276
H -2.82 4.95 -1.78 0.332
H 4.90 -2.08 -0.50 0.251
H 0.56 -3.40 -3.09 0.315
H -2.10 2.70 -0.94 0.252
H -8.86 -2.90 3.38 0.285
H -1.30 -5.31 -1.90 0.239
H 2.44 -2.22 -0.46 0.190
H -2.35 5.68 -0.23 0.007
H -10.09 -3.13 5.55 0.266
H 0.64 3.92 -1.89 -0.050
H -4.29 -6.29 3.71 0.357
H 10.99 3.94 -2.68 0.289
H -10.78 -4.22 4.32 0.342
H 0.06 -1.64 -3.52 0.366
H -2.87 -1.88 2.42 0.337
H -0.86 7.17 2.13 0.287
H 0.94 2.22 -1.00 0.209
H 2.97 0.41 -0.64 0.344
H 1.10 0.14 -2.68 0.313
```

Entry 3:
Here is a structure of composition C27H55IN4O5P in a non-equilibrium geometry from OMol25. Energies are from ωB97M-V/def2-TZVPD.

Calculated values
<S²>	3.76
LUMO level (alpha / beta)	-0.14 / -0.54	eV
frontier orbital gap (alpha / beta)	8.73 / 8.39	eV
spin multiplicity	4
highest occupied orbital energy (alpha / beta)	-8.87 / -8.92	eV

Structure (XYZ):
```
93
Properties=species:S:1:pos:R:3:lowdin_spin:R:1
I -2.62 -2.30 1.64 0.000
P -0.97 -4.39 -0.31 0.000
O 0.65 -5.01 -0.49 0.000
O -4.00 1.22 3.99 0.619
O 2.22 0.45 -0.58 0.569
O 6.29 -1.81 -4.59 0.617
O -1.88 -5.36 0.84 0.000
N -5.38 0.96 4.12 0.306
N 1.37 -0.61 -0.46 0.330
N 5.41 -0.73 -4.74 0.306
N -1.83 -4.34 -1.69 0.000
C 5.22 -1.01 -2.19 -0.001
C 5.30 -0.03 -3.42 0.021
C -6.68 3.48 5.01 0.001
C -0.07 -0.18 -0.57 0.025
C -5.75 1.11 5.57 0.021
C -0.62 0.79 0.63 0.018
C 7.16 0.91 -5.55 0.012
C 6.96 1.77 -4.31 0.001
C 1.68 -1.45 0.75 0.021
C -7.57 1.38 2.94 0.001
C -0.98 -1.51 -0.86 0.001
C 2.85 -2.54 0.26 0.010
C -0.16 0.74 -1.97 0.000
C 5.89 0.10 -5.90 0.022
C 6.18 -0.77 -7.17 -0.001
C -6.12 3.33 3.61 0.012
C -7.03 0.28 5.84 0.002
C -6.10 1.85 3.15 0.022
C -4.69 0.51 6.55 -0.001
C 3.94 0.73 -3.37 0.004
C 2.40 -0.60 1.99 0.012
C -0.82 -2.58 0.36 0.000
C -5.93 2.60 6.00 0.013
C 0.46 -2.34 1.35 0.001
C 6.50 0.93 -3.13 0.013
C -5.50 1.77 1.71 -0.001
C 4.79 1.08 -6.38 0.001
H 7.36 0.34 -2.79 0.002
H -2.10 -1.28 -1.13 0.000
H -8.19 1.50 3.83 0.000
H -6.83 -0.58 6.49 0.000
H 3.87 0.55 -6.63 0.001
H 0.83 -3.40 1.75 0.000
H -0.40 0.35 1.71 0.000
H 0.64 -5.91 -0.01 0.000
H -1.38 -5.40 1.73 0.000
H -7.82 0.87 6.33 0.000
H 6.42 -0.14 -8.03 0.000
H -0.52 -2.03 -1.83 0.001
H 4.06 1.78 -3.10 0.000
H 2.69 -1.44 2.79 0.000
H -0.31 1.92 0.53 0.003
H 4.56 1.86 -5.66 0.000
H -1.81 0.79 0.54 0.001
H 4.44 -1.76 -2.33 0.000
H -1.25 0.68 -2.39 0.000
H -4.45 -0.53 6.30 0.000
H 0.06 -1.77 2.32 0.000
H -7.46 -0.17 4.95 0.001
H 3.38 0.68 -4.31 0.001
H 4.99 -0.45 -1.27 0.000
H -1.20 -4.75 -2.42 0.000
H -3.76 1.08 6.58 0.000
H -5.08 0.51 7.58 0.000
H -7.75 3.25 5.03 0.000
H -8.06 1.97 2.16 0.000
H 7.91 2.26 -4.05 0.001
H 3.89 -2.01 0.39 0.001
H 2.62 -2.72 -0.90 0.001
H 8.01 0.24 -5.38 0.003
H -6.11 2.33 0.99 0.000
H 0.20 1.83 -1.72 0.000
H -6.71 3.94 2.91 0.001
H -6.59 4.53 5.32 0.001
H 3.25 0.29 -2.64 0.000
H -6.45 2.65 6.97 0.001
H 1.67 0.13 2.54 0.001
H 3.43 -0.13 1.67 0.001
H 7.04 -1.44 -7.04 -0.001
H 7.45 1.55 -6.39 0.001
H 0.60 0.20 -2.71 0.000
H -4.95 3.06 6.16 0.002
H 5.31 -1.38 -7.44 0.000
H -7.61 0.33 2.63 0.001
H 6.25 2.58 -4.50 0.000
H 6.24 1.60 -2.29 0.001
H -5.45 0.73 1.36 0.000
H -5.10 3.75 3.58 0.003
H -4.49 2.20 1.65 -0.001
H 5.11 1.61 -7.29 0.000
H 2.81 -3.55 0.84 0.000
H 6.17 -1.52 -2.01 0.000
```